Record 1
Below is a molecular structure, C36H34AsN4O9PS2Ti in a non-equilibrium geometry, with properties calculated with wB97M-V/def2-TZVPD.

```
! wB97M-V def2-TZVPD RIJCOSX def2/J DEFGRID3
* xyz 0 1
Ti 0.429 0.404 -0.308
O -1.446 -3.063 -2.162
As -1.568 -1.319 -2.419
O -3.051 -0.738 -2.653
O -0.853 -0.786 -0.943
C -0.400 -1.291 -3.965
C -0.619 -2.325 -4.867
C 0.086 -2.375 -6.065
C 1.016 -1.394 -6.371
C 1.247 -0.361 -5.472
C 0.538 -0.321 -4.286
S 0.870 0.957 -3.115
O -0.428 1.312 -2.549
O 1.652 1.985 -3.726
O 1.591 0.244 -2.005
H -1.840 -3.323 -1.320
H -1.341 -3.098 -4.641
H -0.105 -3.181 -6.760
H 1.562 -1.429 -7.304
H 1.973 0.415 -5.677
O 3.036 1.606 2.265
C 2.801 0.591 1.633
O 2.275 0.574 0.441
C 3.221 -0.758 2.159
C 4.069 -0.785 3.260
C 4.525 -1.986 3.774
C 4.123 -3.179 3.190
C 3.262 -3.161 2.105
C 2.800 -1.958 1.573
P 1.649 -2.027 0.156
C 0.716 -3.572 0.426
C 0.969 -4.759 -0.261
C 0.195 -5.887 -0.027
C -0.840 -5.844 0.896
C -1.092 -4.669 1.590
C -0.324 -3.538 1.356
C 2.700 -2.340 -1.283
C 2.109 -2.795 -2.465
C 2.852 -2.885 -3.629
C 4.192 -2.513 -3.631
C 4.781 -2.053 -2.464
C 4.039 -1.964 -1.293
H 4.358 0.160 3.698
H 5.190 -1.994 4.628
H 4.472 -4.126 3.584
H 2.935 -4.098 1.671
H 1.777 -4.814 -0.975
H 0.405 -6.800 -0.569
H -1.445 -6.723 1.076
H -1.893 -4.625 2.317
H -0.536 -2.628 1.903
H 1.060 -3.068 -2.478
H 2.380 -3.236 -4.539
H 4.773 -2.580 -4.542
H 5.821 -1.754 -2.461
H 4.505 -1.592 -0.391
C 2.136 4.706 1.979
N 1.132 3.820 1.405
C 0.018 3.475 2.283
C 1.334 3.183 0.275
C 2.569 3.448 -0.528
O 0.460 2.365 -0.164
H 1.632 5.413 2.635
H 2.652 5.264 1.205
H 2.850 4.112 2.551
H 0.417 3.251 3.271
H -0.497 2.604 1.905
H -0.678 4.313 2.346
H 2.639 4.497 -0.814
H 2.547 2.833 -1.421
H 3.440 3.191 0.076
N -6.142 4.325 0.004
C -5.921 3.275 0.811
S -7.017 2.788 1.933
C -4.608 2.598 0.617
C -3.950 2.606 -0.607
C -2.720 1.977 -0.720
N -2.123 1.356 0.297
C -2.770 1.324 1.464
C -4.000 1.924 1.669
H -7.012 4.822 0.086
H -5.429 4.681 -0.608
H -4.385 3.044 -1.495
H -2.206 1.956 -1.666
H -2.280 0.791 2.270
H -4.486 1.870 2.632
N -0.297 -0.339 2.821
C -0.022 -0.102 1.723
*
```

## Properties
HOMO   -8.355 eV
E_tot   -6511.61630 a.u.
Frontier orbital gap   7.807 eV

Record 2
Below is a molecular structure, C36H34AsN6PS7SbTi, with properties calculated with wB97M-V/def2-TZVPD.

```
! wB97M-V def2-TZVPD RIJCOSX def2/J DEFGRID3
* xyz -1 3
Ti -1.601 -0.063 -2.266
N -2.133 3.528 -1.415
C -2.908 2.622 -0.834
N -2.745 1.311 -0.911
C -3.608 0.665 -0.039
C -4.484 1.443 0.625
S -4.213 3.098 0.210
C -3.444 -0.781 0.070
C -4.038 -1.604 0.957
S -3.605 -3.235 0.616
C -2.641 -2.703 -0.714
N -2.604 -1.386 -0.860
N -1.955 -3.575 -1.473
H -1.371 3.255 -2.052
H -2.408 4.493 -1.416
H -5.258 1.149 1.310
H -4.708 -1.347 1.757
H -2.301 -4.521 -1.440
H -1.834 -3.216 -2.444
S 0.740 1.377 -6.487
Sb 0.053 1.507 -4.353
S 0.562 -0.525 -3.104
S -2.295 1.536 -3.972
S 0.711 3.288 -3.053
S -2.389 -1.819 -4.002
C -4.104 -1.843 -3.596
N -4.777 -0.709 -4.012
C -6.064 -0.445 -3.547
C -6.704 -1.453 -2.877
C -6.034 -2.651 -2.645
N -4.687 -2.807 -2.963
H -4.195 0.035 -4.382
H -6.478 0.525 -3.766
H -7.719 -1.312 -2.532
H -6.506 -3.483 -2.144
C 1.938 0.584 0.002
C 2.640 1.801 -0.560
As 4.591 1.735 -0.258
C 4.609 1.733 1.701
C 3.515 2.110 2.475
C 3.603 2.146 3.862
C 4.787 1.804 4.495
C 5.888 1.435 3.734
C 5.799 1.408 2.351
C 4.786 -0.186 -0.579
C 4.790 -0.576 -1.917
C 4.761 -1.919 -2.263
C 4.747 -2.890 -1.271
C 4.761 -2.510 0.063
C 4.776 -1.165 0.408
P 0.098 0.336 0.030
C 0.277 -1.234 0.973
C 0.563 -1.276 2.339
C 0.848 -2.477 2.967
C 0.875 -3.659 2.234
C 0.624 -3.624 0.873
C 0.332 -2.418 0.248
C -0.504 1.523 1.290
C -1.270 1.168 2.398
C -1.750 2.136 3.269
C -1.482 3.478 3.042
C -0.755 3.848 1.920
C -0.282 2.881 1.046
H 2.250 0.390 1.032
H 2.247 -0.292 -0.576
H 2.308 2.746 -0.131
H 2.487 1.897 -1.634
H 2.574 2.378 2.008
H 2.736 2.440 4.442
H 4.855 1.827 5.575
H 6.820 1.171 4.219
H 6.669 1.123 1.768
H 4.778 0.173 -2.701
H 4.729 -2.203 -3.306
H 4.714 -3.938 -1.538
H 4.734 -3.262 0.842
H 4.746 -0.886 1.455
H 0.574 -0.362 2.922
H 1.063 -2.487 4.028
H 1.103 -4.597 2.724
H 0.656 -4.531 0.283
H 0.164 -2.408 -0.822
H -1.492 0.125 2.591
H -2.337 1.836 4.128
H -1.853 4.232 3.725
H -0.568 4.894 1.709
H 0.223 3.188 0.138
*
```

## Properties
Energy relative to the best compared isomer or geometry (same formula, charge and spin)   52.4 kJ/mol
HOMO (spin up / spin down)   -3.154 / -4.840 eV
E_tot   -8175.19733 a.u.
Frontier orbital gap (spin up / spin down)   4.990 / 6.670 eV

Record 3
Below is a molecular structure, C36H34BrF3N8O2Re in a non-equilibrium geometry, with properties calculated with wB97M-V/def2-TZVPD.

```
! wB97M-V def2-TZVPD RIJCOSX def2/J DEFGRID3
* xyz 2 2
Re -0.225 0.198 -0.288
Br 4.909 -2.180 4.517
C 3.442 -1.436 3.614
C 2.981 -0.157 3.966
C 1.915 0.415 3.308
C 1.287 -0.257 2.249
O 0.259 0.330 1.657
C 1.745 -1.543 1.905
C 1.111 -2.319 0.880
N 0.271 -1.883 0.001
C -0.301 -2.849 -0.860
C 0.285 -3.967 -1.374
C -0.511 -4.865 -2.127
C -1.844 -4.636 -2.325
C -2.448 -3.457 -1.820
C -3.811 -3.110 -1.960
C -4.254 -1.935 -1.423
C -3.340 -1.053 -0.807
N -2.054 -1.318 -0.687
C -1.641 -2.545 -1.129
C 2.810 -2.135 2.615
H 3.467 0.380 4.768
H 1.559 1.400 3.583
H 1.334 -3.388 0.872
H 1.333 -4.182 -1.217
H -0.049 -5.755 -2.529
H -2.448 -5.344 -2.875
H -4.488 -3.777 -2.477
H -5.291 -1.641 -1.493
H -3.682 -0.094 -0.452
H 3.134 -3.135 2.359
N 2.269 5.336 2.127
C 2.056 4.645 1.234
N 1.880 3.854 0.192
C 1.123 2.913 -0.028
N 0.454 2.003 -0.387
C 4.022 1.562 0.253
N 4.163 0.161 -0.133
C 5.461 -0.519 -0.057
C 3.108 -0.495 -0.558
O 1.975 0.007 -0.642
H 4.997 1.942 0.541
H 3.333 1.653 1.094
H 3.642 2.147 -0.582
H 6.185 0.176 0.356
H 5.797 -0.823 -1.046
H 5.399 -1.382 0.603
H 3.289 -1.540 -0.842
F 1.686 0.174 -7.076
C 0.407 0.418 -6.779
F 0.102 1.634 -7.243
F -0.347 -0.474 -7.424
C 0.185 0.355 -5.281
C -0.877 -0.342 -4.739
C -1.043 -0.347 -3.367
N -0.215 0.275 -2.513
C 0.806 0.965 -3.064
C 1.034 1.030 -4.423
H -1.582 -0.869 -5.364
H -1.894 -0.854 -2.941
H 1.455 1.482 -2.379
H 1.868 1.607 -4.795
C -4.226 -0.236 3.110
N -2.757 -0.063 3.282
C -2.006 -1.253 2.785
C -2.189 1.234 2.695
C -2.685 1.560 1.317
C -3.834 2.364 1.296
C -4.367 2.876 0.130
C -3.709 2.605 -1.057
C -2.577 1.806 -1.044
C -2.027 1.226 0.114
H -4.516 -1.149 3.624
H -4.439 -0.303 2.047
H -4.731 0.623 3.541
H -2.590 0.006 4.288
H -2.100 -1.269 1.700
H -2.435 -2.148 3.227
H -0.965 -1.137 3.069
H -1.112 1.101 2.731
H -2.478 2.016 3.396
H -4.294 2.636 2.238
H -5.242 3.507 0.156
H -4.065 3.021 -1.989
H -2.089 1.641 -1.993
*
```

## Properties
Energy relative to the best compared isomer or geometry (same formula, charge and spin)   113.5 kJ/mol
HOMO (spin up / spin down)   -13.088 / -13.010 eV
E_tot   -4932.16180 a.u.
Frontier orbital gap (spin up / spin down)   6.902 / 6.590 eV

Record 4
Below is a molecular structure, C36H34BrN2O8S2 in a non-equilibrium geometry, with properties calculated with wB97M-V/def2-TZVPD.

```
! wB97M-V def2-TZVPD RIJCOSX def2/J DEFGRID3
* xyz -1 1
C 7.939 2.556 -0.156
C 7.428 3.062 -1.480
Br 7.404 1.521 -2.749
C 8.284 4.099 -2.152
S 8.507 5.641 -1.253
O 8.801 5.302 0.106
O 9.616 6.237 -1.947
N 7.271 6.668 -1.440
S 5.796 6.322 -0.864
O 5.749 5.411 0.252
O 5.143 7.578 -0.624
C 4.813 5.651 -2.221
C 3.416 5.217 -1.777
C 3.293 4.062 -0.761
C 2.493 2.864 -1.310
C 3.322 1.892 -2.087
N 3.582 2.340 -3.461
H 7.639 3.261 0.605
H 9.014 2.451 -0.187
H 7.452 1.621 0.084
H 6.398 3.359 -1.386
H 7.832 4.366 -3.098
H 9.253 3.666 -2.342
H 4.702 6.494 -2.890
H 5.365 4.904 -2.780
H 2.910 4.881 -2.676
H 2.857 6.069 -1.414
H 4.259 3.692 -0.447
H 2.801 4.429 0.128
H 1.646 3.240 -1.876
H 2.122 2.337 -0.436
H 2.824 0.930 -2.153
H 4.229 1.702 -1.515
H 4.253 3.101 -3.420
H 4.073 1.609 -3.960
C -3.239 0.342 -0.747
C -4.305 -0.112 0.021
C -4.149 -0.302 1.382
C -2.923 -0.051 1.981
C -1.846 0.384 1.205
C -2.012 0.589 -0.158
C -0.508 0.619 1.816
O 0.424 1.000 1.143
C -0.346 0.363 3.275
C 0.905 0.526 3.855
C 1.070 0.306 5.211
C -0.016 -0.071 5.995
C -1.263 -0.240 5.421
C -1.433 -0.031 4.059
C -2.777 -0.246 3.451
O -3.725 -0.576 4.134
H -3.365 0.499 -1.810
H -5.260 -0.316 -0.444
H -4.978 -0.651 1.982
H -1.177 0.938 -0.750
H 1.743 0.824 3.242
H 2.046 0.430 5.660
H 0.115 -0.237 7.056
H -2.109 -0.536 6.025
C -4.659 -5.554 -3.687
C -5.562 -6.570 -3.979
C -6.449 -7.012 -3.013
C -6.430 -6.446 -1.745
C -5.509 -5.440 -1.446
C -4.631 -4.990 -2.424
C -5.439 -4.847 -0.081
O -4.645 -3.970 0.179
C -6.369 -5.369 0.960
C -6.286 -4.868 2.253
C -7.150 -5.331 3.229
C -8.107 -6.291 2.916
C -8.191 -6.797 1.631
C -7.319 -6.345 0.650
C -7.403 -6.922 -0.721
O -8.237 -7.759 -0.995
H -3.973 -5.205 -4.447
H -5.574 -7.017 -4.965
H -7.156 -7.798 -3.236
H -3.928 -4.203 -2.189
H -5.542 -4.119 2.490
H -7.080 -4.943 4.236
H -8.785 -6.647 3.680
H -8.930 -7.546 1.384
*
```

## Properties
HOMO   -6.087 eV
E_tot   -5474.16195 a.u.
Frontier orbital gap   5.920 eV

Record 5
Below is 5 unconnected molecules or ions with the total composition C36H34FN7O8, with properties calculated with wB97M-V/def2-TZVPD.

```
! wB97M-V def2-TZVPD RIJCOSX def2/J DEFGRID3
* xyz 0 1
N -1.736 -1.250 -4.261
C -0.343 -1.652 -4.435
C 0.198 -2.678 -3.435
C 0.023 -2.305 -1.970
C 0.714 -0.995 -1.522
C 2.045 -0.745 -2.187
C 2.229 0.396 -2.925
C 3.458 0.647 -3.581
C 4.468 -0.255 -3.457
F 5.634 -0.032 -4.091
C 4.341 -1.445 -2.705
N 5.397 -2.306 -2.651
C 5.154 -3.368 -1.936
C 3.951 -3.611 -1.246
N 2.936 -2.794 -1.288
C 3.112 -1.680 -2.054
H -2.048 -1.259 -3.305
H -2.367 -1.739 -4.872
H 0.294 -0.770 -4.500
H -0.275 -2.120 -5.419
H 1.243 -2.864 -3.690
H -0.321 -3.622 -3.616
H -1.041 -2.255 -1.756
H 0.410 -3.110 -1.352
H 0.829 -1.009 -0.449
H 0.025 -0.177 -1.735
H 1.415 1.097 -3.029
H 3.567 1.549 -4.162
H 5.938 -4.113 -1.867
H 3.859 -4.523 -0.670
O 6.464 -7.017 3.522
N 6.355 -5.990 2.883
O 5.332 -5.344 2.780
C 7.548 -5.496 2.178
C 8.720 -6.227 2.242
C 9.834 -5.768 1.558
C 9.765 -4.590 0.826
C 8.583 -3.864 0.780
C 7.464 -4.317 1.460
H 8.768 -7.143 2.813
H 10.756 -6.332 1.594
H 10.636 -4.238 0.288
H 8.531 -2.945 0.211
H 6.544 -3.753 1.423
O 0.598 0.702 0.910
N -0.500 0.883 1.397
O -1.219 0.001 1.820
C -0.995 2.265 1.469
C -0.214 3.287 0.959
C -0.694 4.586 1.011
C -1.937 4.849 1.570
C -2.703 3.810 2.085
C -2.233 2.507 2.036
H 0.753 3.079 0.525
H -0.098 5.396 0.613
H -2.309 5.858 1.599
H -3.671 4.015 2.523
H -2.826 1.696 2.432
O -3.340 -0.621 -1.727
N -3.935 -1.619 -2.096
O -3.429 -2.714 -2.222
C -5.362 -1.485 -2.415
C -5.958 -0.241 -2.316
C -7.299 -0.115 -2.638
C -8.024 -1.226 -3.050
C -7.409 -2.469 -3.136
C -6.068 -2.604 -2.818
H -5.390 0.620 -1.995
H -7.779 0.851 -2.571
H -9.070 -1.123 -3.306
H -7.976 -3.333 -3.454
H -5.585 -3.567 -2.886
O -2.240 7.263 3.351
N -3.454 7.303 3.347
O -4.131 7.464 2.350
C -4.150 7.136 4.631
C -3.402 6.978 5.783
C -4.061 6.839 6.994
C -5.449 6.857 7.036
C -6.183 7.009 5.867
C -5.532 7.150 4.652
H -2.323 6.964 5.745
H -3.492 6.720 7.905
H -5.961 6.754 7.984
H -7.264 7.020 5.902
H -6.099 7.271 3.741
*
```

## Properties
Energy relative to the best compared isomer or geometry (same formula, charge and spin)   0.0 kJ/mol
SMILES string   NCCCCc1ccc(F)c2nccnc12.O=[N+]([O-])c1ccccc1.O=[N+]([O-])c1ccccc1.O=[N+]([O-])c1ccccc1.O=[N+]([O-])c1ccccc1
HOMO   -8.193 eV
E_tot   -2476.93110 a.u.
Frontier orbital gap   7.383 eV